Entry 1:
DFT (ωB97M-V with the def2-TZVPD basis set) results for a cluster of 15 separate species, C34H82Br2N14O19 in total.

For the frontier orbital gap, the calculation gives 9.1245 eV. Its highest occupied orbital energy is -9.239 eV. The LUMO energy is -0.11 eV.

Last column: Mulliken charge in e.
Positions of all 151 atoms, in Å:
C 4.723 -1.003 4.027  -0.476
N 5.756 0.064 3.820  1.119
O 6.911 -0.139 3.917  -0.603
O 5.286 1.158 3.625  -0.671
H 5.043 -1.712 4.788  0.304
H 4.639 -1.498 3.065  0.142
H 3.770 -0.540 4.257  0.155
C 1.118 -3.619 -3.660  -0.827
N 1.482 -3.784 -2.188  1.102
O 2.622 -3.672 -1.934  -0.568
O 0.612 -4.245 -1.462  -0.517
H 0.074 -3.926 -3.759  0.204
H 1.773 -4.349 -4.147  0.387
H 1.270 -2.570 -3.943  0.195
C 3.121 -3.807 0.942  -0.463
N 3.168 -4.361 2.332  1.111
O 4.126 -4.039 2.994  -0.628
O 2.225 -5.071 2.733  -0.595
H 2.074 -3.821 0.718  0.125
H 3.711 -4.473 0.326  0.467
H 3.474 -2.771 0.927  -0.068
C -3.450 -3.312 -4.333  -0.635
N -4.430 -2.577 -3.368  0.726
O -5.553 -2.375 -3.767  -0.570
O -4.040 -2.315 -2.253  -0.314
H -3.539 -4.378 -4.160  0.286
H -2.408 -2.942 -4.203  0.093
H -3.772 -3.141 -5.352  0.371
C -0.877 -3.522 3.056  -0.518
N 0.411 -2.766 3.343  0.585
O 0.763 -2.790 4.507  -0.556
O 0.966 -2.169 2.456  -0.067
H -1.425 -3.536 4.001  0.326
H -0.468 -4.517 2.869  0.352
H -1.337 -3.002 2.194  -0.168
Br 0.581 0.797 4.555  -0.067
C -0.631 1.746 5.804  -0.388
C -0.762 1.070 7.151  -0.560
Br -2.258 1.846 8.151  -0.181
H -1.551 1.819 5.237  0.145
H -0.168 2.735 5.896  0.356
H 0.094 1.118 7.851  0.411
H -1.128 0.060 7.017  0.283
C 4.591 -0.677 -1.681  -0.669
C 5.329 -0.506 -0.406  0.198
O 4.914 -0.976 0.660  -0.320
N 6.492 0.199 -0.491  -0.074
C 7.263 0.412 0.704  -0.436
H 4.538 0.254 -2.271  0.441
H 3.588 -0.991 -1.501  -0.247
H 5.105 -1.417 -2.278  0.427
H 6.668 0.686 -1.348  0.258
H 6.643 0.836 1.507  -0.120
H 8.097 1.088 0.481  0.321
H 7.634 -0.589 1.011  0.255
C 0.367 2.868 -1.456  -0.158
C -0.476 4.064 -1.830  0.508
O -1.693 4.213 -1.639  -0.913
N 0.254 5.007 -2.472  -0.108
C 1.659 5.024 -2.733  -0.980
H 1.285 3.085 -0.907  0.266
H 0.667 2.244 -2.272  0.905
H -0.172 2.145 -0.863  -0.898
H -0.303 5.797 -2.723  0.312
H 2.223 5.319 -1.828  0.342
H 1.828 5.780 -3.505  0.344
H 1.965 4.077 -3.177  0.274
C -1.172 -1.450 -1.859  1.923
C 0.058 -0.872 -1.185  -0.624
O 1.154 -1.039 -1.694  -0.576
N -0.079 -0.173 -0.038  2.075
C 1.052 0.337 0.742  0.593
H -1.849 -1.897 -1.133  -0.560
H -0.875 -2.164 -2.583  -0.331
H -1.767 -0.717 -2.412  -0.528
H -0.933 -0.290 0.531  -0.470
H 1.915 0.529 0.080  0.002
H 1.476 -0.317 1.501  0.235
H 0.830 1.299 1.171  -1.002
C -3.494 1.559 -0.905  1.333
C -4.169 1.371 -2.213  0.004
O -3.485 1.016 -3.187  -0.655
N -5.479 1.609 -2.364  -0.049
C -6.100 1.666 -3.695  -0.823
H -2.956 0.635 -0.662  -0.849
H -4.166 1.828 -0.079  0.575
H -2.674 2.281 -1.069  -0.968
H -6.016 1.664 -1.498  0.257
H -6.177 0.734 -4.255  0.204
H -5.539 2.424 -4.270  0.212
H -7.053 2.135 -3.576  0.420
C -0.219 -0.268 -5.184  -0.226
C -0.608 1.019 -5.806  0.298
O 0.193 1.608 -6.497  -0.686
N -1.814 1.561 -5.463  0.019
C -2.084 2.954 -5.912  -1.031
H -0.865 -0.658 -4.395  -0.214
H 0.753 -0.082 -4.751  0.169
H -0.127 -0.988 -5.959  0.477
H -2.405 1.149 -4.740  0.512
H -1.190 3.576 -5.851  0.313
H -2.948 3.330 -5.337  0.283
H -2.413 3.081 -6.962  0.319
C -0.241 3.688 2.054  0.435
C -1.702 3.964 2.227  0.208
O -2.240 3.860 3.325  -0.707
N -2.452 4.248 1.124  0.214
C -3.796 4.696 1.215  -1.126
H 0.207 4.297 1.241  0.291
H -0.153 2.618 1.780  -1.013
H 0.196 3.931 3.039  0.553
H -2.115 4.153 0.188  0.075
H -3.961 5.327 2.066  0.390
H -4.522 3.917 1.401  0.248
H -4.100 5.203 0.308  0.375
C -2.543 -4.556 -0.614  0.252
C -2.911 -5.524 0.459  0.389
O -3.841 -5.341 1.194  -0.669
N -2.025 -6.586 0.608  -0.065
C -2.281 -7.763 1.381  -0.957
H -2.221 -5.181 -1.502  0.323
H -1.710 -3.918 -0.356  -0.316
H -3.410 -3.935 -0.862  -0.102
H -1.549 -6.801 -0.264  0.209
H -2.705 -7.367 2.348  0.290
H -1.364 -8.377 1.506  0.296
H -3.104 -8.270 0.912  0.369
C -4.618 -2.089 0.996  -0.389
C -3.730 -1.032 1.626  0.367
O -2.545 -0.877 1.342  -0.570
N -4.298 -0.272 2.587  -0.152
C -3.610 0.931 3.129  -0.645
H -5.492 -2.262 1.647  0.599
H -4.089 -3.032 0.990  -0.278
H -4.997 -1.752 0.010  -0.006
H -5.204 -0.539 2.884  0.228
H -3.161 0.655 4.114  0.374
H -4.238 1.819 3.183  0.332
H -2.753 1.221 2.522  -0.166
C 4.016 2.646 0.780  0.177
C 4.989 3.849 0.972  0.219
O 4.991 4.798 0.270  -0.667
N 5.746 3.728 2.076  -0.011
C 6.658 4.756 2.448  -1.000
H 3.178 2.869 1.389  0.262
H 4.459 1.670 0.999  -0.374
H 3.606 2.678 -0.229  0.243
H 5.738 2.799 2.486  0.174
H 7.435 4.843 1.686  0.286
H 7.071 4.526 3.398  0.388
H 6.151 5.716 2.413  0.284

---

Entry 2:
DFT (ωB97M-V with the def2-TZVPD basis set) results for a cluster of 7 separate species, C34H86ClN6O15 in total.

For the frontier orbital gap, the calculation gives 8.7551 eV. Its highest occupied orbital energy is -6.480 eV. The LUMO energy is 2.28 eV. The net charge is -1.

Last column: Mulliken charge in e.
Positions of all 142 atoms, in Å:
Cl -0.165 1.249 -0.032  1.548
O -0.471 -0.055 -0.541  -0.535
O -1.404 1.959 0.268  -0.540
O 0.458 1.117 1.257  -0.715
O 0.662 2.058 -0.861  -0.735
C 3.234 -5.592 -6.526  -0.741
O 4.017 -4.627 -5.904  -0.447
C 3.331 -3.506 -5.323  -0.299
C 2.574 -3.827 -4.063  -0.826
N 2.347 -2.614 -3.197  0.707
C 1.357 -2.947 -2.169  -0.640
C 1.879 -3.675 -0.968  -0.424
O 2.030 -5.062 -1.190  -0.525
C 2.673 -5.708 -0.139  -0.859
H 2.190 -5.605 -6.213  0.309
H 3.632 -6.587 -6.729  0.286
H 3.124 -5.271 -7.562  0.305
H 2.634 -3.091 -6.051  0.292
H 4.124 -2.795 -5.090  0.150
H 3.022 -4.637 -3.486  0.290
H 1.543 -4.074 -4.316  0.556
H 3.224 -2.245 -2.859  -0.387
H 0.502 -3.405 -2.665  0.871
H 1.122 -1.961 -1.768  -0.269
H 1.306 -3.430 -0.074  0.400
H 2.877 -3.295 -0.753  0.277
H 3.745 -5.546 -0.250  0.355
H 2.470 -6.757 -0.358  0.312
H 2.311 -5.403 0.843  0.286
C -2.508 1.954 9.141  -0.851
O -2.330 2.362 7.829  -0.292
C -1.345 1.717 7.090  -0.773
C -1.219 2.088 5.653  -0.133
N -2.523 2.163 4.967  -0.430
C -2.378 2.564 3.559  -0.410
C -2.269 4.075 3.353  -0.042
O -3.348 4.724 4.079  -0.343
C -3.610 5.947 3.384  -0.716
H -3.362 2.436 9.618  0.260
H -1.628 1.989 9.783  0.328
H -2.713 0.885 9.202  0.336
H -1.464 0.633 7.086  0.318
H -0.361 1.899 7.521  0.365
H -0.457 1.445 5.213  0.071
H -0.807 3.094 5.571  0.564
H -2.854 1.217 4.840  0.399
H -3.231 2.212 2.980  0.340
H -1.527 2.085 3.075  0.190
H -2.569 4.161 2.308  -0.177
H -1.312 4.511 3.636  0.249
H -4.122 5.767 2.438  0.235
H -2.634 6.400 3.209  0.316
H -4.312 6.503 4.005  0.299
C -1.475 -5.346 0.518  -0.786
O -1.215 -4.201 1.254  -0.276
C -2.011 -3.002 1.044  -0.876
C -1.483 -1.854 1.862  0.937
N -1.909 -2.104 3.268  -0.428
C -1.417 -1.116 4.269  0.628
C 0.068 -1.369 4.481  -0.395
O 0.332 -0.856 5.774  -0.381
C 1.721 -0.838 6.123  -0.815
H -2.281 -5.969 0.907  0.294
H -0.556 -5.926 0.435  0.169
H -1.726 -5.072 -0.506  0.335
H -3.076 -3.173 1.203  0.428
H -1.955 -2.833 -0.031  0.402
H -1.989 -0.931 1.577  0.144
H -0.396 -1.820 1.781  -0.609
H -1.498 -3.012 3.431  0.317
H -1.830 -1.332 5.254  0.336
H -1.532 -0.072 3.979  -1.101
H 0.690 -0.843 3.758  0.025
H 0.254 -2.440 4.408  0.683
H 2.180 -1.819 5.997  0.293
H 1.803 -0.504 7.157  0.320
H 2.297 -0.116 5.544  0.328
C -3.063 7.851 -0.640  -0.764
O -2.269 6.734 -0.236  -0.330
C -1.985 5.675 -1.168  -0.442
C -3.297 4.742 -1.222  -0.431
N -3.084 3.845 -2.393  -0.259
C -4.263 2.975 -2.519  -0.790
C -4.208 2.011 -3.651  0.163
O -5.526 1.356 -3.772  -0.398
C -5.504 0.234 -4.661  -0.664
H -4.093 7.568 -0.856  0.293
H -2.753 8.229 -1.614  0.330
H -3.001 8.672 0.073  0.255
H -1.277 4.987 -0.706  0.217
H -1.669 6.123 -2.110  0.366
H -4.262 5.210 -1.416  0.476
H -3.409 4.306 -0.230  0.148
H -2.388 3.189 -2.067  0.131
H -5.152 3.593 -2.642  0.416
H -4.379 2.328 -1.649  0.256
H -3.384 1.307 -3.538  -0.060
H -4.083 2.594 -4.563  0.255
H -5.276 0.442 -5.706  0.288
H -6.466 -0.263 -4.792  0.281
H -4.793 -0.479 -4.243  0.265
C 4.857 -4.225 3.334  -0.978
O 4.171 -3.322 2.495  -0.123
C 3.856 -2.071 3.130  -0.707
C 3.270 -1.052 2.140  0.066
N 4.237 -0.751 1.080  -0.516
C 3.475 -0.169 -0.044  0.367
C 4.406 0.064 -1.224  -1.013
O 4.835 -1.190 -1.668  -0.340
C 5.579 -1.003 -2.845  -0.917
H 4.981 -5.264 3.030  0.259
H 4.359 -4.337 4.297  0.340
H 5.818 -3.789 3.609  0.376
H 4.774 -1.659 3.550  0.445
H 3.145 -2.170 3.949  0.308
H 2.921 -0.134 2.614  0.339
H 2.328 -1.426 1.739  -0.339
H 4.751 -1.584 0.831  0.411
H 2.987 0.788 0.137  0.416
H 2.672 -0.853 -0.320  -0.434
H 5.248 0.666 -0.881  0.540
H 3.817 0.519 -2.020  0.386
H 6.139 -1.879 -3.171  0.269
H 6.387 -0.284 -2.706  0.340
H 4.959 -0.656 -3.672  0.327
C -0.686 -0.441 -4.488  -0.909
C 0.482 0.369 -5.181  0.244
C 0.142 1.893 -5.286  -0.720
O -0.968 2.119 -6.147  -0.300
C -1.242 3.493 -6.228  -0.674
N 1.614 0.195 -4.308  -0.506
H -0.970 -0.126 -3.484  0.026
H -0.446 -1.504 -4.541  0.261
H -1.596 -0.358 -5.081  0.453
H 0.731 0.074 -6.200  0.332
H 1.032 2.386 -5.676  0.397
H -0.031 2.306 -4.292  0.229
H -0.465 4.034 -6.769  0.318
H -1.418 3.884 -5.226  0.246
H -2.118 3.467 -6.877  0.221
H 1.336 0.605 -3.428  0.234
H 1.754 -0.795 -4.162  0.248

---

Entry 3:
DFT (ωB97M-V with the def2-TZVPD basis set) results for a cluster of 13 separate species, C34H86N2O17P2S13 in total.

For the frontier orbital gap, the calculation gives 5.5250 eV. Its highest occupied orbital energy is -7.256 eV. The LUMO energy is -1.73 eV.

Last column: Mulliken charge in e.
Positions of all 154 atoms, in Å:
C 3.012 1.533 4.318  -0.997
C 1.939 1.190 3.127  0.383
P 0.342 2.303 3.188  0.143
C 0.210 3.386 1.599  -0.118
C -1.196 1.114 3.309  -0.165
C -1.309 -0.270 2.405  0.733
C -0.184 -0.748 1.312  -0.355
O 0.114 0.387 0.390  -0.241
O -0.977 0.456 -0.360  -0.141
C -2.632 -1.267 2.578  -0.729
C -3.870 -0.976 3.614  0.136
N -5.084 -1.905 3.817  -0.403
S -5.941 -0.978 5.055  0.132
N -4.999 0.499 5.375  -0.460
C -3.758 0.420 4.483  0.291
C -2.474 1.441 4.336  0.082
P -2.439 3.065 5.383  0.915
O -1.233 2.895 6.415  -0.616
O -3.945 3.422 6.185  -0.508
O -2.168 4.402 4.247  -0.443
H 3.575 2.552 4.196  0.284
H 2.465 1.388 5.342  0.307
H 3.851 0.688 4.265  0.274
H 2.405 1.229 2.046  0.229
H 1.536 0.089 3.352  -0.355
H 1.232 3.549 1.053  0.114
H -0.249 4.462 1.831  0.098
H -0.562 2.894 0.834  -0.074
H 0.785 -1.224 1.781  0.013
H -0.675 -1.584 0.645  0.302
H -1.596 1.160 0.000  0.228
H -2.688 -2.246 1.913  0.260
H -4.624 3.757 5.499  0.337
H -2.653 4.087 3.413  0.359
C -8.975 -2.698 0.179  -1.006
S -7.297 -2.263 0.697  0.575
O -6.354 -2.780 -0.350  -0.569
C -7.230 -3.404 2.099  -0.911
H -9.220 -2.126 -0.719  0.341
H -9.032 -3.766 -0.047  0.291
H -9.680 -2.443 0.972  0.354
H -7.393 -4.428 1.758  0.369
H -7.990 -3.127 2.833  0.365
H -6.241 -3.329 2.559  0.250
C 5.609 1.252 -1.560  -1.053
S 5.265 2.262 -0.098  0.349
O 4.459 1.423 0.850  -0.545
C 4.124 3.402 -0.919  -0.870
H 6.282 0.442 -1.270  0.303
H 4.680 0.829 -1.949  0.374
H 6.092 1.866 -2.323  0.403
H 3.286 2.849 -1.348  0.165
H 4.654 3.948 -1.703  0.374
H 3.749 4.110 -0.177  0.419
C 6.022 -4.661 -2.137  -0.783
S 5.599 -2.926 -2.422  0.424
O 6.832 -2.112 -2.159  -0.621
C 4.518 -2.754 -0.981  -0.093
H 6.728 -4.977 -2.908  0.368
H 6.484 -4.778 -1.154  0.276
H 5.120 -5.273 -2.203  0.191
H 5.071 -2.986 -0.069  0.331
H 3.664 -3.426 -1.084  -0.243
H 4.162 -1.722 -0.936  0.253
C 9.843 5.254 -1.463  -1.015
S 8.559 4.031 -1.823  0.510
O 7.280 4.528 -1.216  -0.553
C 9.213 2.743 -0.734  -0.772
H 9.614 6.169 -2.015  0.326
H 9.863 5.473 -0.394  0.316
H 10.813 4.872 -1.787  0.380
H 9.271 3.114 0.292  0.277
H 10.204 2.440 -1.081  0.416
H 8.540 1.884 -0.770  0.147
C -4.538 -0.240 -4.590  -0.749
S -4.993 -0.115 -2.843  0.528
O -4.580 1.246 -2.366  -0.647
C -3.763 -1.297 -2.242  -0.633
H -5.162 0.452 -5.161  0.341
H -3.488 0.027 -4.723  0.272
H -4.715 -1.258 -4.942  0.151
H -2.759 -0.966 -2.518  0.276
H -3.964 -2.283 -2.668  0.336
H -3.839 -1.353 -1.154  0.108
C 1.004 3.342 -5.385  -0.938
S 1.519 4.670 -4.270  0.392
O 2.925 4.375 -3.836  -0.530
C 0.422 4.209 -2.907  -0.742
H 1.595 3.412 -6.302  0.327
H 1.177 2.371 -4.917  0.281
H -0.054 3.459 -5.629  0.352
H 0.630 3.185 -2.589  0.153
H -0.618 4.298 -3.229  0.446
H 0.601 4.890 -2.072  0.256
C 0.004 -5.061 4.095  -1.006
S 0.916 -3.556 3.676  0.574
O 0.607 -3.225 2.245  -0.546
C 2.559 -4.314 3.715  -1.046
H -1.064 -4.831 4.092  0.321
H 0.208 -5.841 3.358  0.242
H 0.296 -5.400 5.091  0.410
H 2.608 -5.138 3.001  0.274
H 2.770 -4.676 4.723  0.425
H 3.297 -3.555 3.442  0.336
C 1.304 -6.515 -2.340  -0.664
S 1.819 -5.188 -1.224  0.421
O 3.225 -5.483 -0.790  -0.629
C 0.722 -5.649 0.139  -0.575
H 1.895 -6.446 -3.256  0.377
H 1.477 -7.487 -1.871  -0.058
H 0.246 -6.399 -2.583  0.375
H 0.930 -6.673 0.457  0.389
H -0.318 -5.560 -0.183  0.473
H 0.901 -4.967 0.974  -0.211
C -3.178 7.269 0.366  -0.858
S -1.374 7.401 0.372  0.438
O -0.820 6.009 0.303  -0.470
C -1.231 7.959 2.087  -0.831
H -3.495 6.896 -0.611  0.312
H -3.506 6.574 1.142  0.191
H -3.618 8.255 0.534  0.358
H -1.676 7.222 2.759  0.232
H -1.732 8.923 2.201  0.306
H -0.171 8.073 2.327  0.319
C -3.178 12.316 1.256  -0.922
S -1.374 12.448 1.262  0.431
O -0.820 11.055 1.194  -0.517
C -1.231 13.006 2.978  -0.926
H -3.495 11.942 0.280  0.315
H -3.506 11.621 2.033  0.278
H -3.618 13.302 1.424  0.378
H -1.676 12.269 3.649  0.287
H -1.732 13.970 3.091  0.370
H -0.171 13.120 3.217  0.321
C 1.204 -11.799 -0.897  -0.995
S 2.116 -10.295 -1.316  0.590
O 1.807 -9.964 -2.747  -0.618
C 3.759 -11.052 -1.277  -0.983
H 0.136 -11.569 -0.900  0.311
H 1.408 -12.579 -1.634  0.326
H 1.496 -12.138 0.099  0.361
H 3.808 -11.877 -1.991  0.337
H 3.970 -11.415 -0.269  0.355
H 4.497 -10.294 -1.550  0.304
C -5.078 -6.219 -5.650  -0.926
S -5.501 -4.483 -5.936  0.461
O -4.268 -3.670 -5.673  -0.587
C -6.582 -4.312 -4.495  -0.879
H -4.372 -6.534 -6.422  0.323
H -4.616 -6.335 -4.668  0.295
H -5.980 -6.830 -5.717  0.356
H -6.029 -4.543 -3.582  0.254
H -7.436 -4.984 -4.597  0.431
H -6.938 -3.280 -4.450  0.280

---

Listing strongest force on any atom for the structures above in their given order: 0.0740; 0.0727; 0.1513 hartree/bohr.